[1]
Computed, not measured: a 2-piece molecular cluster, C13H15NS overall, with ωB97M-V with the def2-TZVPD basis set.

Geometry (Å):
S -0.0411 1.2329 -0.1771
N 4.1304 0.8784 1.2913
C -3.0267 -0.8435 -0.6401
C -3.3881 1.3166 0.3320
C -2.6728 0.4958 -0.5338
C 3.7080 0.5440 -1.0317
C 0.3096 -0.5040 0.2349
C -4.7477 -0.5401 1.0019
C 4.6244 -1.2241 0.2793
C 4.5851 -0.3603 1.3640
C 3.6952 1.3142 0.1227
C 4.1788 -0.7567 -0.9481
C -4.0527 -1.3599 0.1319
C -1.5075 1.0513 -1.2796
C -4.4216 0.8030 1.0922
H -2.5067 -1.4894 -1.3343
H 0.1303 -0.6613 1.2947
H -0.3402 -1.1447 -0.3495
H 4.9396 -0.6641 2.3405
H -4.3041 -2.4072 0.0548
H -3.1210 2.3603 0.4103
H 3.3155 2.3265 0.1182
H -5.5443 -0.9472 1.6059
H -4.9686 1.4489 1.7630
H 5.0079 -2.2277 0.3893
H 1.3508 -0.7075 0.0001
H 3.3605 0.9587 -1.9653
H -1.6965 2.0693 -1.6217
H 4.2069 -1.3914 -1.8250
H -1.2036 0.4293 -2.1209

- Kohn-Sham gap (hartree) = 0.3386
- E (eV) = -26049.46284
- E_HOMO (eV) = -8.36
- structure (SMILES) = CSCc1ccccc1.c1ccncc1
- total charge = 0
- ΔE to the lowest compared entry with this formula, charge and spin (kJ/mol) = 0.0

Results of the Löwdin charge analysis, in e, for atoms 1 through 2:
1. S 0.793
2. N 0.057


[2]
Computed, not measured: C44H101F12N9NiO21S4 as an isolated structure, with ωB97M-V with the def2-TZVPD basis set.

Geometry (Å):
Ni -0.3812 2.2287 0.6235
S -0.0152 -0.9192 -0.5390
S -3.5149 3.6125 0.2535
S -1.1299 -0.6062 1.8111
S -1.4412 5.1094 0.0166
F -1.3100 7.3802 1.3899
F -2.5515 -0.2371 -1.0658
F -3.7568 1.0292 0.7184
F 1.3818 -1.1047 2.2449
F 0.3337 -0.4247 4.0182
F -4.0355 2.2467 2.4739
F -2.2513 5.8003 2.5253
F -2.1607 -2.3129 -1.4883
F 0.0270 -2.4635 3.3224
F -5.5664 2.1452 0.9268
F -1.3928 -0.7092 -2.7837
F -0.1306 5.7930 2.1915
O 0.9702 -4.6902 4.5616
O 1.7005 5.5917 -3.2840
O -6.0440 2.3081 -3.3892
O -1.6434 -6.2751 0.5643
O -2.2898 5.9007 -0.8240
O 6.9803 2.5854 0.0719
O -0.0517 5.0890 -0.4009
O -0.0114 2.4489 -1.3665
O -3.8631 3.3024 -1.1070
O -3.2641 -7.0092 -4.2701
O -4.1103 4.7567 0.9054
O 0.4059 2.1478 7.3363
O 1.7604 -2.9360 -3.6009
O -1.8891 -1.7520 1.3701
O 0.3488 -2.2178 -0.0526
O 4.1933 1.8151 -3.0542
O -1.9175 0.2452 2.6748
O 4.9786 -1.8771 0.1501
O 0.8818 -0.2819 -1.4912
O -0.0808 2.6155 2.7667
O -5.3650 -3.0655 -3.2671
N 1.0885 -6.3300 1.9505
N 1.5341 2.9265 0.6914
N 4.8772 0.4865 2.1774
N -6.6577 -0.3121 -4.2711
N -1.9217 3.4880 0.4094
N -2.9198 1.4717 8.6891
N -0.3557 0.2557 0.6907
N 4.2278 4.6019 -2.6097
N -1.2376 -4.9988 -3.2913
C 1.6530 -5.0150 2.2845
C -3.4645 -6.0512 -3.2417
C -6.2818 1.2823 -2.4470
C 1.0078 -4.0889 -3.2216
C 2.1162 -4.9067 3.7226
C 2.1572 2.2120 -0.4617
C -2.6587 -4.7645 -3.4460
C 6.0244 2.2867 1.0674
C -0.4693 -3.7792 -3.4144
C -0.8923 2.7123 -2.4827
C 1.2654 -4.5935 5.9346
C 4.1250 0.5004 -2.5974
C 7.3069 3.9546 0.1099
C 1.2918 3.2472 7.2607
C -5.6008 -3.8074 -2.0817
C 0.2482 -1.2249 2.9700
C 4.6623 -0.9572 2.3761
C 2.6568 6.4647 -2.7432
C -5.8243 -0.0108 -3.1072
C 5.3454 2.4861 -2.5679
C 4.0168 -1.6055 1.1552
C -6.5772 3.5499 -3.0456
C -2.8266 -5.6685 0.1241
C 0.3858 6.0889 -3.1639
C 4.4236 -2.6513 -0.8809
C 1.3819 2.5297 -1.7346
C 4.0585 5.9813 -3.0457
C -4.2712 2.1625 1.1719
C -6.2775 -1.5588 -4.9255
C -1.9321 0.4564 6.6513
C -1.6615 -1.1077 -1.5464
C 5.7643 0.7924 1.0544
C -0.9868 3.0290 3.7763
C -0.4998 -5.5755 0.1288
C 2.1284 2.3305 1.9232
C 5.3963 3.8974 -3.1139
C -1.6736 1.1525 7.9868
C 0.7553 -6.4079 0.5215
C -1.3146 6.1073 1.6712
C -3.8800 -6.6279 -5.4790
C -0.8804 2.4393 7.8461
C 1.2645 2.8262 3.0729
C 3.1080 -3.2873 -3.7902
C -6.5163 -2.7916 -4.0588
H 1.2698 -4.9658 -3.8227
H -5.1907 -1.5857 -5.1044
H 5.6459 -1.4067 2.5512
H 6.3797 2.5592 2.0702
H 3.3267 -3.7108 -4.7767
H -7.3155 1.2166 -2.0980
H -0.0862 5.8592 -2.2012
H 0.2423 -6.4534 2.4975
H 2.6138 7.4589 -3.2090
H 3.5082 -2.2023 -1.2857
H -0.6623 -3.2918 -4.3795
H 2.1510 -3.9725 6.1136
H -6.5147 0.4598 -4.9148
H -1.9778 2.6362 3.5742
H -0.4991 -4.5851 0.5854
H 1.5685 1.7374 -2.4572
H -5.6903 -4.8536 -2.4026
H 8.0775 4.2124 -0.6117
H -6.5195 -3.4964 -1.5780
H 4.8278 6.5940 -2.5670
H 1.5890 3.5168 -2.1530
H -4.5236 -5.7806 -3.2070
H 5.1793 -2.7412 -1.6584
H -0.6884 2.6161 4.7455
H 6.4030 4.5441 -0.1113
H 6.2028 1.9021 -2.9174
H -7.4491 -2.6414 -3.5022
H -7.6639 3.6429 -2.8958
H 4.2537 6.0994 -4.1235
H 7.6029 4.3905 1.0728
H 3.7101 -2.3749 -3.7554
H 1.1771 -4.3019 -2.1623
H 3.3986 4.1142 -2.9373
H 3.3137 -0.0534 -3.0724
H 1.6050 2.2923 3.9704
H 2.1263 1.2450 1.8455
H 5.4154 3.7955 -4.2079
H 2.2171 1.1517 -0.2372
H 1.3110 -5.5777 6.4050
H -1.8155 2.2081 -2.2119
H -2.9507 -4.2943 -4.3985
H 3.1711 2.6038 2.0909
H -0.9583 -5.7095 -3.9574
H -2.8969 -5.6323 -0.9685
H 5.0189 -0.0935 -2.8362
H 2.5294 -4.9374 1.6344
H 1.8555 3.8793 0.5386
H 0.4821 -7.4472 0.3308
H -3.1121 -6.4429 -2.2884
H 5.3878 2.5434 -1.4747
H -6.7801 -1.6230 -5.8879
H -2.5405 -0.4337 6.8167
H 1.6334 3.4147 8.2860
H -3.5577 1.9418 8.0487
H 3.9848 0.4496 -1.5115
H -3.3947 0.5866 8.8508
H -0.9196 3.7947 -2.6153
H 2.6880 -5.7836 4.0410
H 3.5327 -3.9361 -3.0192
H -3.4197 -5.7810 -5.9978
H -0.7050 -3.0643 -2.6250
H -2.8920 -4.6209 0.4633
H 0.9509 -4.2079 2.0784
H 6.3065 4.3923 -2.7743
H -4.7747 0.0401 -3.4242
H 1.4981 3.8828 3.2562
H 5.1171 1.0355 2.9884
H -4.7391 -3.6817 -1.4297
H 2.5251 6.6302 -1.6680
H 1.5831 -6.1128 -0.1212
H 0.4319 -4.0281 6.3582
H -1.3933 3.1886 7.2269
H -0.7448 2.9002 8.8319
H 5.2556 0.5331 0.1258
H 4.1192 -3.6672 -0.5963
H -6.4299 4.3303 -3.7929
H -1.0335 4.1124 3.8840
H -0.4909 2.2638 -3.3933
H 2.7126 -4.0053 3.9231
H 3.1849 2.5616 -0.6107
H -1.0953 0.4621 8.6056
H -3.7451 -7.4813 -6.1435
H 3.9423 -1.0873 3.1836
H 2.1220 3.0820 6.5789
H -3.6693 -6.1375 0.6312
H -6.1348 3.8777 -2.0989
H 3.5715 -2.5503 1.4817
H 0.3618 7.1606 -3.3705
H 6.6829 0.1935 1.0800
H 0.7689 4.1417 6.9026
H -4.9469 -6.4127 -5.3738
H -2.4554 1.1414 5.9807
H 3.2523 -0.9317 0.7538
H -3.0243 -4.0565 -2.6957
H 5.0684 2.7954 0.8886
H -5.9862 -0.8396 -2.4143
H -0.2428 5.5451 -3.8726
H -0.9815 0.1330 6.2250
H -6.6549 -3.7175 -4.6288
H -5.6329 1.4620 -1.5835
H -0.4389 -5.4864 -0.9646

- expectation value of S² = 2.00
- Kohn-Sham gap (alpha / beta) (hartree) = 0.3082 / 0.2680
- multiplicity = 3
- E (eV) = -220657.49632
- E_HOMO (alpha / beta) (eV) = -8.39 / -8.39
- total charge = 0
- ΔE to the lowest compared entry with this formula, charge and spin (kJ/mol) = 0.0

Results of the Löwdin charge analysis, in e, for atoms 1 through 2:
1. Ni 0.709
2. S 0.712